# 1
36
Properties=species:S:1:pos:R:3 method="wB97M-V/def2-TZVPD" total_energy_ha=-1190.03257 homo_ha=-0.320 gap_ha=0.3134 e_above_lowest_kcal_mol=0.0 smiles="O=C(Cn1cnc2ccccc2c1=O)c1ccc(OC(F)F)cc1" lumo_ev=-0.18 mol_weight_g_mol=330.29
O -0.116 -1.356 0.657
C -0.559 -0.506 -0.079
C 0.360 0.305 -0.990
N 1.746 0.006 -0.719
C 2.250 -1.232 -0.974
N 3.436 -1.624 -0.715
C 4.282 -0.737 -0.098
C 5.585 -1.139 0.216
C 6.445 -0.260 0.833
C 6.034 1.034 1.153
C 4.757 1.447 0.852
C 3.869 0.569 0.225
C 2.512 0.992 -0.088
O 2.037 2.089 0.137
C -2.005 -0.199 -0.158
C -2.554 0.747 -1.026
C -3.913 0.970 -1.039
C -4.750 0.258 -0.182
O -6.092 0.564 -0.271
C -7.000 -0.239 0.328
F -7.049 -0.041 1.669
F -8.206 0.094 -0.144
C -4.219 -0.676 0.698
C -2.856 -0.898 0.698
H 0.120 0.094 -2.036
H 0.232 1.375 -0.787
H 1.576 -1.929 -1.455
H 5.885 -2.143 -0.036
H 7.450 -0.574 1.075
H 6.722 1.711 1.637
H 4.411 2.442 1.089
H -1.929 1.314 -1.696
H -4.356 1.695 -1.702
H -6.840 -1.322 0.158
H -4.844 -1.212 1.395
H -2.422 -1.618 1.375

---

# 2
142
Properties=species:S:1:pos:R:3 method="wB97M-V/def2-TZVPD" total_energy_ha=-3655.55479 homo_ha="-0.123 / -0.334" gap_ha="0.1337 / 0.2966" multiplicity=7 lumo_ev="0.28 / -1.01" mol_weight_g_mol=780.96
Fe -1.305 2.579 -1.799
C 0.646 -0.199 0.487
C -0.824 -0.152 0.164
O -1.212 0.792 -0.804
H 0.851 -0.988 1.210
H 1.007 0.738 0.911
H 1.259 -0.349 -0.402
H -1.383 -0.057 1.095
H -1.133 -1.136 -0.187
F 0.644 2.648 -2.194
C 1.915 -0.057 -3.391
C 2.765 0.833 -4.316
C 2.736 0.316 -5.744
O 2.199 2.155 -4.448
H 2.269 -1.087 -3.438
H 0.846 -0.024 -3.605
H 2.047 0.293 -2.367
H 3.768 0.998 -3.924
H 3.104 1.105 -6.400
H 1.740 -0.030 -6.021
H 3.359 -0.577 -5.806
H 1.670 2.368 -3.675
C -1.527 -3.023 -3.339
C -2.874 -2.233 -3.239
C -3.778 -2.661 -2.049
O -2.406 -0.919 -3.012
H -1.757 -4.024 -3.704
H -1.061 -3.169 -2.365
H -0.828 -2.567 -4.041
H -3.467 -2.150 -4.150
H -3.464 -2.283 -1.076
H -3.896 -3.721 -1.824
H -4.771 -2.266 -2.261
H -1.897 -0.927 -2.198
C 2.256 -3.192 -0.886
C 3.709 -3.568 -1.176
C 3.986 -4.943 -0.598
O 3.877 -3.604 -2.520
H 1.926 -2.375 -1.527
H 2.168 -2.965 0.176
H 1.617 -4.014 -1.211
H 4.406 -2.844 -0.755
H 5.052 -5.142 -0.712
H 3.341 -5.697 -1.049
H 3.788 -5.035 0.470
H 3.242 -4.284 -2.755
C -1.282 0.867 -5.711
C -1.924 1.937 -4.879
C -3.460 2.018 -4.975
O -1.673 1.589 -3.503
H -0.218 1.098 -5.749
H -1.584 0.922 -6.757
H -1.461 -0.140 -5.334
H -1.404 2.850 -5.170
H -3.869 2.268 -5.954
H -3.898 2.834 -4.400
H -3.978 1.079 -4.780
H -1.810 0.639 -3.465
C 4.019 1.634 0.111
C 4.635 0.240 0.029
C 5.073 -0.092 -1.357
O 5.766 0.170 0.853
H 4.678 2.489 -0.044
H 3.648 1.936 1.090
H 3.252 1.749 -0.655
H 3.974 -0.570 0.337
H 5.790 0.608 -1.785
H 4.141 -0.245 -1.903
H 5.653 -1.015 -1.338
H 6.481 0.614 0.390
C 1.976 1.130 4.232
C 2.386 2.076 5.367
C 1.915 1.514 6.728
O 3.808 2.061 5.257
H 2.487 0.175 4.347
H 2.201 1.583 3.266
H 0.895 1.041 4.126
H 2.066 3.096 5.152
H 2.197 0.497 7.002
H 0.834 1.623 6.639
H 2.240 2.183 7.525
H 4.127 1.171 5.424
C -1.571 -6.366 0.032
C -0.944 -5.359 1.029
C -1.418 -3.902 0.901
O -1.331 -5.802 2.351
H -1.406 -7.386 0.380
H -1.209 -6.288 -0.993
H -2.645 -6.184 0.029
H 0.130 -5.481 0.889
H -2.474 -3.844 1.165
H -1.297 -3.620 -0.145
H -0.790 -3.274 1.533
H -0.980 -5.150 2.963
C -4.741 1.782 0.200
C -4.401 1.512 -1.254
C -5.559 1.824 -2.136
O -3.439 2.530 -1.460
H -3.890 1.734 0.879
H -5.408 1.031 0.623
H -5.232 2.750 0.298
H -4.055 0.497 -1.448
H -6.002 2.800 -1.938
H -6.363 1.166 -1.807
H -5.530 1.606 -3.204
H -3.940 3.318 -1.685
C -1.523 4.330 4.309
C -1.879 3.282 3.228
C -2.731 2.203 3.878
O -2.778 3.879 2.283
H -2.295 4.690 4.988
H -1.105 5.230 3.859
H -0.736 3.959 4.965
H -0.999 2.758 2.856
H -3.727 2.589 4.099
H -2.328 1.945 4.858
H -2.706 1.284 3.292
H -3.383 4.487 2.713
C 2.007 -3.277 3.349
C 1.006 -3.319 4.536
C 0.417 -1.995 4.989
O -0.043 -4.079 4.104
H 2.181 -4.214 2.819
H 2.925 -2.915 3.811
H 1.671 -2.600 2.564
H 1.540 -3.791 5.361
H -0.361 -2.177 5.730
H 0.081 -1.341 4.184
H 1.219 -1.432 5.467
H -0.567 -4.216 4.897
C -1.093 5.942 0.461
C -0.295 4.701 -0.030
C 0.847 4.302 0.878
O -1.218 3.659 -0.067
H -1.137 5.981 1.550
H -2.087 5.957 0.014
H -0.535 6.805 0.098
H 0.054 4.922 -1.039
H 0.573 4.131 1.919
H 1.582 5.105 0.939
H 1.301 3.382 0.510
H -1.677 3.749 0.771

---

# 3
118
Properties=species:S:1:pos:R:3 method="wB97M-V/def2-TZVPD" total_energy_ha=-5594.11436 homo_ha=-0.292 gap_ha=0.2882 lumo_ev=-0.12 mol_weight_g_mol=879.44
C 0.914 -2.319 -3.528
S 1.364 -1.259 -4.911
O 0.395 -0.119 -5.019
C 2.944 -0.668 -4.171
H 1.038 -1.772 -2.593
H 1.588 -3.177 -3.537
H -0.100 -2.712 -3.553
H 2.791 -0.460 -3.115
H 3.162 0.236 -4.735
H 3.651 -1.466 -4.384
C 0.930 0.149 0.044
S -0.891 0.134 0.095
O -1.458 -1.156 -0.477
C -1.086 0.050 1.876
H 1.204 1.160 -0.245
H 1.153 -0.616 -0.698
H 1.347 -0.113 1.015
H -2.124 0.294 2.088
H -0.452 0.776 2.382
H -0.831 -0.954 2.220
C -1.013 2.721 4.941
S -2.514 1.706 5.301
O -3.127 1.475 3.940
C -1.480 0.283 5.750
H -0.432 2.318 4.118
H -0.475 2.765 5.891
H -1.331 3.746 4.757
H -2.159 -0.525 6.023
H -0.924 0.525 6.658
H -0.787 0.026 4.952
C -2.417 -0.846 -6.324
S -3.599 -1.253 -5.015
O -3.675 -2.747 -4.878
C -2.575 -0.694 -3.659
H -1.449 -1.313 -6.149
H -2.295 0.235 -6.223
H -2.640 -1.040 -7.372
H -3.105 -0.878 -2.728
H -2.361 0.373 -3.759
H -1.595 -1.166 -3.666
C 0.980 -3.625 3.573
S 1.273 -3.885 1.735
O 1.998 -5.181 1.576
C -0.502 -4.271 1.433
H 1.279 -4.523 4.113
H -0.055 -3.420 3.838
H 1.654 -2.805 3.813
H -0.602 -4.644 0.413
H -1.202 -3.442 1.538
H -0.785 -5.112 2.067
C 2.213 -0.457 5.936
S 3.197 -0.519 4.391
O 2.363 0.219 3.370
C 4.447 0.671 5.016
H 2.033 0.572 6.233
H 2.768 -1.082 6.641
H 1.242 -0.955 5.890
H 4.978 0.928 4.099
H 5.117 0.176 5.714
H 3.943 1.552 5.401
C -6.125 -1.643 4.343
S -4.799 -1.985 3.115
O -5.027 -3.295 2.436
C -5.103 -0.644 1.891
H -5.926 -2.248 5.224
H -7.065 -1.969 3.898
H -6.117 -0.579 4.570
H -4.584 0.272 2.175
H -6.154 -0.488 1.661
H -4.544 -0.996 1.021
C 5.352 -1.420 -1.128
S 4.992 -2.800 0.007
O 6.273 -3.519 0.300
C 4.528 -1.899 1.491
H 5.302 -1.694 -2.179
H 6.317 -0.948 -0.945
H 4.547 -0.699 -0.957
H 5.362 -1.426 2.025
H 4.171 -2.647 2.200
H 3.826 -1.070 1.383
C -2.122 -5.743 -4.269
S -1.582 -5.752 -2.542
O -0.142 -5.307 -2.365
C -2.696 -4.530 -1.803
H -3.174 -5.894 -4.481
H -1.472 -6.289 -4.953
H -1.831 -4.725 -4.573
H -2.220 -3.559 -1.645
H -3.071 -4.944 -0.872
H -3.507 -4.304 -2.500
O 0.252 3.368 1.569
C -0.198 4.304 0.943
O 0.421 5.463 0.755
C 1.805 5.664 0.948
C 2.163 7.118 1.113
C -1.638 4.328 0.451
H 2.382 5.246 0.115
H 2.138 5.046 1.791
H 3.253 7.141 1.105
H 1.697 7.627 1.952
H 1.870 7.675 0.218
H -1.859 3.411 -0.087
H -1.757 5.292 -0.038
H -2.276 4.308 1.337
O 0.429 3.617 -6.272
C 0.377 4.504 -5.467
O 0.004 4.368 -4.203
C -0.425 3.095 -3.713
C 0.770 2.342 -3.178
C 0.967 5.841 -5.764
H -0.962 2.523 -4.474
H -1.193 3.226 -2.947
H 1.313 1.990 -4.052
H 0.473 1.534 -2.513
H 1.320 3.100 -2.613
H 1.739 6.256 -5.114
H 0.192 6.615 -5.737
H 1.405 5.833 -6.759